C32H30BFeN13 | ωB97M-V/def2-TZVPD

ORCA input file:
```
! RIJCOSX wB97M-V def2-TZVPD def2/J DEFGRID3
* xyz 1 6
Fe -0.26684 -0.12545 -0.01498
N -3.15998 -1.25785 0.61930
N -1.97150 1.36878 -0.21510
N 1.64097 -2.82153 0.11699
N -4.68651 0.84665 3.35213
N -4.56502 0.13737 2.20670
N -2.98785 1.24152 0.65748
N -2.05067 -0.15878 2.56710
N 1.79572 -0.15800 -1.03440
N -0.77437 -0.09578 2.13355
N 1.33030 2.67453 -0.61075
N 0.60132 -2.20441 0.71677
N -2.21165 -1.35995 -0.33273
N 0.76280 1.92472 0.34857
C -3.80025 2.31282 0.57042
C 2.27559 3.55773 -5.36302
C 1.09028 4.00480 1.12145
C 5.34453 -1.06078 -0.76964
C 1.63244 2.15302 -1.88667
C 2.14709 2.59404 -4.22026
C 2.85815 -2.17017 -0.16353
C -3.51482 -3.18130 -0.41378
C -5.79381 -0.09152 1.66404
C 4.19980 -0.35682 -1.03573
C 1.43743 -4.16229 0.04247
C -0.25237 -3.16630 1.02795
C 4.02861 -2.85552 0.10515
C 5.28512 -2.33853 -0.20375
C 0.59567 2.71879 1.39128
C -5.97918 1.02099 3.54358
C 0.22175 -4.42227 0.61835
C -0.76410 -0.61209 4.30722
C 2.41312 1.23668 -4.39338
C -2.42209 -2.50879 -0.96541
C 2.29522 0.35767 -3.34089
C -3.94878 -2.34927 0.59716
C -2.14138 2.52397 -0.84518
C -3.29234 3.16713 -0.38398
C 1.90156 0.78413 -2.06203
C -2.06867 -0.48220 3.87386
C 1.55090 3.94005 -0.16678
C 1.74736 3.02481 -2.96282
C 0.00827 -0.36088 3.17446
C -6.73311 0.45047 2.49917
C 6.52560 -3.11444 0.11148
C 2.90431 -0.88117 -0.76271
B -3.21037 -0.01354 1.54316
H -4.76185 -2.47688 1.29105
H 7.37877 -2.74185 -0.45111
H 1.08062 -0.36921 3.05890
H 6.38751 -4.17310 -0.10568
H 2.48818 -0.69765 -3.48658
H 0.13850 2.34120 2.29115
H -2.98599 -0.57864 4.42100
H -3.70132 4.10760 -0.70816
H -6.33068 1.56033 4.40838
H 3.96297 -3.82221 0.58802
H 2.71829 0.86905 -5.36505
H 1.29680 3.77103 -5.79832
H 1.10655 4.86023 1.77319
H 4.27002 0.64589 -1.43302
H -1.16994 -2.93385 1.54557
H -0.26521 -5.37461 0.73222
H -3.93150 -4.12731 -0.71194
H -1.78563 -2.80106 -1.78575
H 2.03607 4.69137 -0.76390
H 2.15008 -4.81273 -0.43421
H -4.67935 2.41663 1.18449
H 2.90266 3.14185 -6.14913
H 6.75973 -3.02687 1.17540
H -0.42658 -0.85893 5.29850
H 6.30727 -0.61309 -0.98190
H -1.44593 2.84981 -1.60355
H 2.70215 4.50510 -5.03549
H -7.80365 0.43421 2.38823
H 1.51428 4.07207 -2.82006
H -5.91107 -0.58945 0.71555
*
```

Computed properties:
- Frontier orbital gap (spin up / spin down): 0.322 / 0.227 Ha
- Total energy: -3237.7387 hartree
- Energy relative to the best compared isomer or geometry (same formula, charge and spin): 64.15 kJ/mol
- LUMO (spin up / spin down): -2.155 / -4.946 eV
- Strongest force on any atom: 0.0181 hartree/bohr

Löwdin population analysis, charges in e, atoms 1 to 8:
1. Fe 0.87
2. N 0.02
3. N -0.02
4. N -0.08
5. N 0.07
6. N -0.03
7. N 0.03
8. N 0.03